1.
The following is a quantum chemistry calculation of 2 unconnected molecules or ions with the total composition C10H16 at a distorted geometry, from the OMol25 dataset.

Structure (SMILES): CCc1ccccc1.CC
HOMO level, eV: -8.94
Frontier orbital gap, eV: 9.9
ΔE to the lowest compared entry with this formula, charge and spin, eV: 1.442
LUMO level, eV: 1.0

Positions of all 26 atoms, in Å:
C1 4.00459 0.28274 1.90287
C2 -0.52711 -1.41541 -2.21686
C3 -2.67266 -1.96013 -1.33266
C4 -1.16693 0.77591 0.84006
C5 -0.32290 -0.45819 -1.23983
C6 -1.62677 -2.31311 -2.14479
C7 -1.36523 -0.20640 -0.32597
C8 2.78026 0.56685 1.04059
C9 -1.68550 2.15293 0.32091
C10 -2.55260 -0.88393 -0.44192
H1 -3.66722 -2.39230 -1.21764
H2 -0.12355 1.01097 1.05237
H3 3.71429 0.29841 2.95005
H4 -0.94909 2.59092 -0.33422
H5 1.96103 0.08302 1.58147
H6 2.87359 -0.03907 0.13749
H7 4.59346 -0.60299 1.64374
H8 -3.36750 -0.62449 0.21347
H9 -1.72612 0.33116 1.65572
H10 -2.52961 1.97696 -0.35981
H11 -1.54468 -3.12605 -2.85153
H12 4.83240 0.96054 1.63025
H13 2.56558 1.57325 0.68647
H14 -2.13613 2.80450 1.05198
H15 0.40096 0.34981 -1.32292
H16 0.23742 -1.73589 -2.91929


2.
The following is a quantum chemistry calculation of a molecular structure, C25H31Br3F4N3O5S at a distorted geometry, from the OMol25 dataset.

Net charge: +1
HOMO level, eV: -11.37
Frontier orbital gap, eV: 7.6
LUMO level, eV: -3.8

Positions of all 72 atoms, in Å:
Br1 2.94738 -2.92673 6.69904
Br2 2.57119 2.48828 3.35966
Br3 3.81653 0.18599 1.50711
S1 4.86686 -4.07519 -0.56701
F1 -0.28683 2.83012 -3.71317
F2 -2.39840 -3.62993 0.18857
F3 2.90469 -2.75252 1.60674
F4 -2.86111 -1.26612 3.89749
O1 -2.66385 -3.75912 2.44064
O2 -3.13772 -0.11694 1.99356
O3 -2.54173 2.40349 -0.34657
O4 0.08030 -3.26884 1.66180
O5 0.63312 -4.16612 -0.62953
N1 0.97107 -1.09412 1.20120
N2 -1.51756 -1.74124 1.70577
N3 2.62708 -2.10064 -0.56345
C1 1.08474 3.79209 -5.37527
C2 1.82664 -0.01783 1.79817
C3 1.01307 -3.63643 0.62004
C4 -2.16907 -3.07744 1.49891
C5 0.47907 -0.31412 -0.03591
C6 -2.44804 -1.02895 2.55387
C7 2.16591 2.35963 -6.98361
C8 -2.26121 4.18504 1.33321
C9 -0.19407 1.34151 2.91664
C10 -0.29471 -1.11249 -1.15926
C11 -2.33730 2.10452 -1.75410
C12 1.34036 1.08952 2.59861
C13 0.51624 2.67438 -4.78456
C14 0.75943 1.40124 -5.27708
C15 -0.76781 0.00235 -2.26983
C16 1.91862 3.63276 -6.47751
C17 1.86616 -2.22304 0.69505
C18 -2.72766 3.84111 -0.19299
C19 -2.27655 0.48945 -1.98541
C20 -0.08095 -1.83157 2.03277
C21 1.43060 -2.50039 4.23293
C22 1.17757 -2.68741 5.83799
C23 0.05888 -1.97443 3.61637
C24 1.58482 1.24345 -6.38642
C25 3.68607 -2.89442 -0.48027
H1 -0.21665 -3.82468 -0.98539
H2 0.55738 -3.65089 6.00389
H3 2.37527 4.50079 -6.94143
H4 -2.06943 4.42368 -0.93951
H5 -0.16652 0.59533 0.23327
H6 0.87428 4.77661 -4.97367
H7 -0.29714 2.50023 3.03142
H8 0.33203 -1.87055 -1.77237
H9 -0.73716 -2.77244 3.91538
H10 -3.22112 2.50309 -2.36664
H11 -1.13373 4.46317 1.35712
H12 -1.37740 2.63713 -2.11434
H13 -2.91396 5.03904 1.74396
H14 -2.94812 0.24386 -2.89148
H15 1.77554 0.25237 -6.78467
H16 -0.24904 -1.05087 4.23457
H17 -3.85010 4.11180 -0.30570
H18 -0.04314 0.89966 -2.29626
H19 1.42155 0.16054 -0.52549
H20 0.54115 -1.83489 6.28496
H21 -2.76018 -0.05118 -1.08679
H22 -2.37954 3.24385 2.00386
H23 2.81309 2.23532 -7.84620
H24 0.30560 0.54440 -4.79500
H25 -1.25463 -1.65662 -0.86693
H26 -0.54548 0.97511 3.96250
H27 -0.93800 1.11273 2.08155
H28 1.64313 -4.47857 1.11246
H29 -0.76696 -0.52875 -3.30201
H30 2.36858 -1.89215 3.99542
H31 1.60719 -3.57212 3.83622


3.
The following is a quantum chemistry calculation of 2 unconnected molecules or ions with the total composition C32H33NO4 at a distorted geometry, from the OMol25 dataset.

HOMO level, eV: -5.81
Frontier orbital gap, eV: 3.8
LUMO level, eV: -2.0

Positions of all 70 atoms, in Å:
O1 -2.03150 0.31522 2.18396
O2 -2.71741 -3.14069 0.47417
O3 -1.60485 -2.38843 -1.28781
O4 -2.92754 -1.71455 2.32880
N1 1.68751 1.61986 -2.71514
C1 -2.27007 0.26157 -2.11976
C2 2.10313 -0.52188 0.14751
C3 -2.28745 -2.09259 -0.32237
C4 1.87707 0.49302 -0.76910
C5 0.46694 4.49722 -0.75262
C6 -2.52284 -0.62018 1.57874
C7 -3.47662 -4.05610 2.58068
C8 1.49454 -1.92236 -2.77876
C9 -3.53188 -2.83654 1.63484
C10 2.42108 -0.74607 -3.06282
C11 1.42901 -1.25165 2.40090
C12 -2.53884 0.39133 -0.72073
C13 -2.62039 -0.75466 0.13571
C14 1.34218 2.52104 -1.71692
C15 0.86840 3.80796 -1.90338
C16 1.99231 0.41875 -2.19566
C17 -2.70029 2.82131 -1.07847
C18 2.09586 -0.02302 4.36926
C19 3.86028 -1.07308 -2.68505
C20 2.01999 0.18670 5.84774
C21 0.90022 2.53057 0.63550
C22 -2.75531 1.71807 -0.22869
C23 0.49913 3.86431 0.49577
C24 -4.95278 -2.51366 1.22106
C25 -2.43851 2.64868 -2.43810
C26 -2.18550 1.37619 -2.95210
C27 2.86797 0.83620 3.57254
C28 2.35437 -0.38697 -4.54829
C29 1.40351 1.86201 -0.48254
C30 2.86723 0.69886 2.19557
C31 1.39148 -1.07403 3.76681
C32 2.13159 -0.34265 1.57044
H1 1.68884 1.86334 -3.69570
H2 -2.92156 1.86232 0.83825
H3 2.67840 -1.26106 -5.12243
H4 -3.90059 -4.94362 2.09764
H5 -1.92792 1.23334 -4.00415
H6 4.21405 -1.90955 -3.29450
H7 3.46368 1.62402 4.04453
H8 -5.55524 -2.29601 2.11219
H9 1.48879 -0.64402 6.32404
H10 0.80715 -1.75465 4.39474
H11 3.03253 0.43351 -4.81164
H12 1.49057 1.11761 6.09406
H13 2.28873 -1.53068 -0.21348
H14 0.80170 4.22288 -2.90132
H15 0.11416 5.51730 -0.84817
H16 0.18891 4.42361 1.38061
H17 3.02615 0.25579 6.27757
H18 1.74474 -2.75308 -3.44763
H19 1.33727 -0.14636 -4.87989
H20 4.51223 -0.20995 -2.86748
H21 -2.08286 -0.73178 -2.51982
H22 1.59061 -2.27501 -1.75166
H23 0.80404 2.02208 1.59442
H24 -2.40812 3.51298 -3.09989
H25 -4.95351 -1.64754 0.55008
H26 -4.06141 -3.86661 3.48773
H27 0.87660 -2.07152 1.93085
H28 3.94398 -1.33897 -1.62810
H29 -2.84394 3.82158 -0.66296
H30 -5.39335 -3.38038 0.71195
H31 3.45068 1.38080 1.57221
H32 -2.44832 -4.28630 2.87819
H33 0.44101 -1.65383 -2.92197